Density functional theory data (the ωB97M-V functional and the def2-TZVPD basis) for one molecule with the formula C7H12 in a non-equilibrium geometry.

Output
**LUMO level**: 0.88 eV
**Structure (SMILES)**: C=C(C)/C(C)=C/C
**E_tot**: -7451.2208 eV
**ΔE to the lowest compared entry with this formula, charge and spin**: 213.3 kJ/mol
**E_HOMO**: -7.95 eV
**Frontier orbital gap**: 8.833 eV
**2S+1**: 1

Atoms and positions in Å:
C: 1.235 0.066 1.824
C: 0.173 0.432 1.117
C: -0.791 1.532 1.453
C: -0.180 -0.125 -0.247
C: -1.642 -0.423 -0.520
C: 0.796 -0.695 -0.982
C: 0.659 -0.787 -2.472
H: 1.633 -0.910 1.580
H: 1.720 0.668 2.580
H: -0.342 2.348 2.035
H: -1.147 2.069 0.574
H: -1.653 1.248 2.060
H: -1.742 -1.145 -1.330
H: -2.089 -0.927 0.336
H: -2.200 0.483 -0.765
H: 1.582 -1.297 -0.539
H: -0.315 -0.451 -2.816
H: 1.352 -0.042 -2.882
H: 1.058 -1.708 -2.903

These are the natural (NBO) partial charges, in e, on atoms 1 to 5: -0.415, -0.003, -0.654, -0.050, -0.644


Density functional theory data (the ωB97M-V functional and the def2-TZVPD basis) for one molecule with the formula C7H12 in a non-equilibrium geometry.

Output
**LUMO level**: 1.10 eV
**Structure (SMILES)**: C=C(/C=C/C)CC
**E_tot**: -7451.9428 eV
**ΔE to the lowest compared entry with this formula, charge and spin**: 143.6 kJ/mol
**E_HOMO**: -8.53 eV
**Frontier orbital gap**: 9.624 eV
**2S+1**: 1

Atoms and positions in Å:
C: 1.372 -1.830 0.566
C: 0.839 -0.645 0.219
C: -0.631 -0.517 0.563
C: -1.125 0.630 1.014
C: -2.569 0.907 1.396
C: 1.546 0.334 -0.668
C: 1.008 0.372 -2.090
H: 2.431 -1.982 0.381
H: 0.765 -2.677 0.849
H: -1.077 -1.478 0.806
H: -0.497 1.494 0.790
H: -2.638 1.912 1.810
H: -2.793 0.237 2.236
H: -3.301 0.736 0.613
H: 1.439 1.342 -0.254
H: 2.568 -0.050 -0.692
H: 1.252 1.344 -2.525
H: 1.472 -0.384 -2.729
H: -0.061 0.256 -2.283

These are the natural (NBO) partial charges, in e, on atoms 1 to 5: -0.407, 0.015, -0.222, -0.162, -0.652


Density functional theory data (the ωB97M-V functional and the def2-TZVPD basis) for one molecule with the formula C7H12 in a non-equilibrium geometry.

Output
**LUMO level**: 1.02 eV
**Structure (SMILES)**: C=C(C)/C(C)=C/C
**E_tot**: -7452.2923 eV
**ΔE to the lowest compared entry with this formula, charge and spin**: 109.9 kJ/mol
**E_HOMO**: -8.94 eV
**Frontier orbital gap**: 9.965 eV
**2S+1**: 1

Atoms and positions in Å:
C: 1.434 1.386 0.990
C: 0.994 0.175 0.682
C: 1.573 -1.044 1.328
C: -0.143 -0.060 -0.252
C: 0.247 -0.519 -1.653
C: -1.391 0.196 0.104
C: -2.568 0.123 -0.842
H: 0.959 2.348 0.899
H: 2.335 1.397 1.587
H: 2.339 -0.859 2.087
H: 0.783 -1.574 1.872
H: 1.986 -1.793 0.649
H: -0.013 0.291 -2.332
H: 1.329 -0.649 -1.678
H: -0.267 -1.430 -1.953
H: -1.690 0.486 1.105
H: -3.433 0.608 -0.395
H: -2.318 0.540 -1.814
H: -2.853 -0.921 -0.979

These are the natural (NBO) partial charges, in e, on atoms 1 to 5: -0.398, 0.003, -0.641, -0.029, -0.647


Density functional theory data (the ωB97M-V functional and the def2-TZVPD basis) for a 3-piece molecular cluster, C7H12 overall.

Output
**LUMO level**: 0.92 eV
**E_tot**: -7448.2385 eV
**ΔE to the lowest compared entry with this formula, charge and spin**: 501.0 kJ/mol
**E_HOMO**: -7.46 eV
**Frontier orbital gap**: 8.382 eV
**2S+1**: 1

Atoms and positions in Å:
C: 0.583 -1.443 -1.880
C: 0.109 -1.065 -0.542
C: 0.825 -0.148 0.261
C: -0.103 0.466 1.284
C: -0.011 1.995 1.355
C: -1.453 -0.033 0.822
C: -1.336 -0.876 -0.206
H: 0.908 0.339 -2.106
H: 1.645 -1.650 -1.990
H: -0.078 -2.020 -2.525
H: 0.447 -2.202 -0.514
H: 1.901 -0.177 0.399
H: 0.975 0.748 -1.370
H: 0.104 0.067 2.292
H: -0.224 2.432 0.374
H: 0.995 2.307 1.654
H: -0.722 2.402 2.084
H: -2.386 0.279 1.283
H: -2.144 -1.375 -0.733

These are the natural (NBO) partial charges, in e, on atoms 1 to 5: -0.451, -0.348, -0.231, -0.303, -0.587